The following is a DFT calculation (ωB97M-V with the def2-TZVPD basis set) of a 2-piece molecular cluster, C3H7N4 overall at a distorted geometry.

As for the energy above the lowest of the compared OMol25 structures with the same formula, charge and spin: 400.9 kJ/mol. The lowest unoccupied orbital energy comes out at -6.4 eV. The HOMO energy is -14.525 eV. As for the total charge: +1. For the gap between HOMO and LUMO, the calculation gives 8.13 eV. The max |F| comes out at 6.72 eV Å⁻¹.

```
14
C3H7N4 ωB97M-V with the def2-TZVPD basis set
C 1.527 -1.650 -1.366
C 0.569 -1.846 -0.513
C -0.324 -0.329 1.200
N 1.931 -0.287 -1.244
N 1.325 0.258 -0.415
N 0.307 -0.610 0.117
N -1.428 2.243 0.479
H 1.879 -2.231 -2.164
H 0.136 -2.687 -0.118
H -0.928 -1.151 1.512
H -0.288 0.661 1.692
H -2.431 2.231 0.260
H -1.338 3.020 1.035
H -0.939 2.380 -0.475
```